# CHCl2NO2

A 2-piece molecular cluster, CHCl2NO2 overall (the ωB97M-V functional and the def2-TZVPD basis, the OMol25 dataset).

Last column: natural (NBO) charge in e.
Geometry (Å):
Cl1 0.62316 1.59571 1.14106  0.087
Cl2 0.33047 1.11240 -1.71611  0.118
O1 -0.30372 -1.61009 -0.63006  -0.346
O2 0.94075 -1.15691 1.10570  -0.333
N1 0.22235 -0.86249 0.16436  0.459
C1 -0.00856 0.58300 -0.12651  -0.186
H1 -1.80447 0.33838 0.06157  0.203

Atomic forces in eV per Å
-0.28 -0.17 -0.57
0.06 -0.34 0.11
0.22 -0.19 0.44
-0.87 0.10 -0.76
1.20 -0.79 -0.38
-4.22 0.46 1.57
3.89 0.92 -0.40

HOMO level (spin up / spin down) = -10.709 / -10.708 eV
2S+1 = 1
HOMO-LUMO gap (spin up / spin down) = 9.180 / 9.180 eV
LUMO level (spin up / spin down) = -1.53 / -1.53 eV


# CHCl2NO2

A 2-piece molecular cluster, CHCl2NO2 overall (the ωB97M-V functional and the def2-TZVPD basis, the OMol25 dataset).

Last column: natural (NBO) charge in e.
Geometry (Å):
Cl1 0.50822 -1.52650 0.95690  0.065
Cl2 0.25022 -1.22320 -1.86174  0.094
O1 -1.08541 1.86794 -0.24131  -0.274
O2 -1.02249 0.39353 1.45170  -0.240
N1 -0.79800 0.85709 0.39702  0.508
C1 0.70021 -0.57635 -0.40398  -0.366
H1 1.44726 0.20749 -0.29857  0.213

Atomic forces in eV per Å
0.92 -1.84 0.43
-0.18 -0.02 -0.92
0.42 -1.74 1.85
-1.16 1.83 0.49
-2.27 3.04 -1.20
2.53 -1.11 -0.12
-0.27 -0.14 -0.53

HOMO level (spin up / spin down) = -7.408 / -11.024 eV
⟨S²⟩ = 2.01
2S+1 = 3
HOMO-LUMO gap (spin up / spin down) = 7.317 / 8.592 eV
LUMO level (spin up / spin down) = -0.09 / -2.43 eV


# CHCl3N2

A 2-piece molecular cluster, CHCl3N2 overall (the ωB97M-V functional and the def2-TZVPD basis, the OMol25 dataset).

Last column: natural (NBO) charge in e.
Geometry (Å):
Cl1 -4.11848 0.17649 0.31077  0.267
Cl2 -1.60484 1.86105 -0.31758  -0.003
Cl3 -0.12461 -2.02951 -0.43527  0.159
N1 -0.45161 -0.30290 -0.23660  -0.555
N2 -3.36280 -1.09832 -0.19933  -0.345
C1 -1.52869 0.21801 -0.76281  0.097
H1 0.08341 0.11840 0.38034  0.380

Atomic forces in eV per Å
-1.49 0.85 0.68
0.15 0.86 0.20
-0.22 1.53 0.19
-3.66 -3.54 -3.93
0.78 -0.86 -0.38
0.83 -1.11 -0.54
3.61 2.27 3.77

HOMO level (spin up / spin down) = -8.944 / -8.374 eV
2S+1 = 1
HOMO-LUMO gap (spin up / spin down) = 8.113 / 7.854 eV
LUMO level (spin up / spin down) = -0.83 / -0.52 eV


# CHCl3S

A 2-piece molecular cluster, CHCl3S overall (the ωB97M-V functional and the def2-TZVPD basis, the OMol25 dataset).

Last column: natural (NBO) charge in e.
Geometry (Å):
Cl1 -1.13202 -1.82234 -0.71977  0.059
Cl2 2.09621 -0.16539 1.94061  -0.296
Cl3 -1.49742 0.91514 -0.01035  0.111
S1 0.03100 0.29008 -2.45932  0.137
C1 -0.82327 -0.14174 -1.13579  -0.306
H1 1.32549 0.92424 2.38461  0.296

Atomic forces in eV per Å
0.10 0.64 -0.14
-1.64 2.27 0.90
-0.26 0.46 0.42
-0.88 -0.36 1.34
1.07 -0.75 -1.60
1.61 -2.27 -0.93

HOMO level = -9.623 eV
2S+1 = 1
SMILES = S=C(Cl)Cl.Cl
HOMO-LUMO gap = 8.631 eV
LUMO level = -0.99 eV


# CHCl4OP

CHCl4OP as an isolated structure (the ωB97M-V functional and the def2-TZVPD basis, the OMol25 dataset).

Last column: natural (NBO) charge in e.
Geometry (Å):
Cl1 3.13897 -1.65480 0.69624  -0.245
Cl2 0.05578 1.63075 -1.15274  0.059
Cl3 0.03340 -1.24757 -1.53488  0.057
Cl4 3.21863 1.53451 0.88664  -0.241
P1 2.76782 0.01988 -0.33806  1.582
O1 3.49315 0.07576 -1.59464  -1.023
C1 0.34301 0.07710 -0.48094  -0.417
H1 -0.03735 -0.05710 0.52332  0.228

Atomic forces in eV per Å
-0.06 -0.16 0.25
-0.28 0.25 0.00
-0.27 -0.18 -0.03
-0.05 0.16 0.29
-2.84 -0.01 0.08
-0.02 0.04 -0.56
3.50 -0.12 -0.02
0.03 0.02 -0.02

HOMO level = -9.776 eV
2S+1 = 1
HOMO-LUMO gap = 8.861 eV
LUMO level = -0.92 eV


# CHCl4PS

One molecule with the formula CHCl4PS (the ωB97M-V functional and the def2-TZVPD basis, the OMol25 dataset).

Last column: natural (NBO) charge in e.
Geometry (Å):
Cl1 0.22861 2.39932 0.74596  -0.400
Cl2 -1.01377 -0.41459 1.84780  0.094
Cl3 -1.02988 -1.87518 -0.74473  0.005
Cl4 1.19437 0.51450 -2.08732  -0.131
S1 2.16054 -0.92799 0.67991  -0.340
P1 0.91432 0.22814 -0.21196  1.097
C1 -0.86165 -0.32733 0.13643  -0.600
H1 -1.59253 0.40314 -0.36609  0.275

Atomic forces in eV per Å
1.17 -1.95 -1.28
-0.49 -0.30 0.28
-0.20 0.06 0.35
-0.04 0.59 -1.43
-0.25 1.05 -0.47
-1.07 0.47 3.66
-0.22 1.11 -2.23
1.10 -1.03 1.11

HOMO level = -10.173 eV
2S+1 = 1
SMILES = S=P(Cl)(Cl)C(Cl)Cl
HOMO-LUMO gap = 8.512 eV
LUMO level = -1.66 eV